## one
A structure of composition C4H5N3, computed with ωB97M-V with the def2-TZVPD basis set.

ORCA input file:
```
! RIJCOSX wB97M-V def2-TZVPD def2/J DEFGRID3
* xyz 0 1
C 0.40 -0.83 1.31
N -0.80 -0.44 0.75
N -1.51 2.47 -1.00
C -1.21 1.37 -0.82
H 0.37 -1.29 2.29
H -1.50 -0.05 1.37
C 1.29 -0.04 -0.56
N 1.50 -0.62 0.70
C -0.65 0.06 -0.57
H 1.06 -0.66 -1.39
H 2.07 0.72 -0.77
H -1.02 -0.68 -1.32
*
```

Summary:
HOMO-LUMO gap   10.420 eV



## two
An isolated molecule of C4H5N3, computed with ωB97M-V with the def2-TZVPD basis set.

ORCA input file:
```
! RIJCOSX wB97M-V def2-TZVPD def2/J DEFGRID3
* xyz 0 1
H -1.86 0.08 -1.02
N 1.14 0.94 1.30
H 0.75 -2.23 -1.13
C -1.04 0.37 -0.36
H -0.72 -1.64 -1.73
N -0.09 -1.70 -0.95
H -0.31 2.64 1.45
N -1.06 1.49 0.29
C 1.11 -0.22 0.58
H 1.96 -0.91 0.68
C 0.05 -0.53 -0.24
C 0.07 1.71 1.12
*
```

Summary:
SMILES   Nc1cncnc1
HOMO-LUMO gap   9.424 eV



The structure with the greatest stability is two.



## one
An isolated molecule of C4H5N3, computed with ωB97M-V with the def2-TZVPD basis set.

ORCA input file:
```
! RIJCOSX wB97M-V def2-TZVPD def2/J DEFGRID3
* xyz 0 1
C 0.00 -0.84 1.64
H -2.10 -1.35 1.03
H -0.71 0.81 -2.59
H 2.02 -0.01 1.59
H -0.01 -1.36 2.62
N -1.10 -0.22 -0.36
C 0.04 0.46 -0.73
C -1.15 -0.85 0.78
N 1.23 0.67 -0.40
N -0.08 1.41 -2.10
C 1.07 -0.16 1.11
H 0.78 1.48 -2.70
*
```

Summary:
SMILES   Nc1ncccn1
HOMO-LUMO gap   9.216 eV



## two
An isolated molecule of C4H5N3, computed with ωB97M-V with the def2-TZVPD basis set.

ORCA input file:
```
! RIJCOSX wB97M-V def2-TZVPD def2/J DEFGRID3
* xyz 0 1
C 1.22 0.59 -1.33
N -1.07 -1.14 3.22
N -1.74 -0.84 -0.82
H 2.14 1.01 -0.90
C -1.22 0.11 0.98
C -1.17 -0.58 2.21
N 0.64 -0.35 -0.41
H 0.53 1.42 -1.50
C -0.72 -0.47 -0.23
H 1.18 -1.05 0.05
H -1.22 1.20 1.00
H 1.44 0.10 -2.28
*
```

Summary:
HOMO-LUMO gap (alpha / beta)   8.305 / 8.508 eV



The structure with the greatest stability is one.



## one
A cluster of 4 separate species, C2H14NO3 in total, computed with ωB97M-V with the def2-TZVPD basis set.

ORCA input file:
```
! RIJCOSX wB97M-V def2-TZVPD def2/J DEFGRID3
* xyz 1 1
H -2.66 -0.75 -0.26
H -1.74 -0.18 -1.29
H 2.39 -1.17 3.14
H 1.22 -1.72 0.75
H -3.40 1.29 -2.89
H 3.43 -0.61 1.75
H 1.76 0.69 0.86
H -0.11 -0.77 0.59
N 0.63 -1.04 1.24
H 3.04 0.46 3.08
C 1.41 0.17 1.75
H 0.74 0.66 2.42
C 2.67 -0.36 2.47
O -0.03 0.88 -3.55
O -3.15 1.28 -1.96
H -3.89 1.67 -1.47
H 0.08 0.53 -4.45
O -1.77 -0.88 -0.62
H 0.24 -1.51 2.05
H -0.86 1.36 -3.60
*
```

Summary:
HOMO-LUMO gap   11.258 eV



## two
A cluster of 4 separate species, C2H14NO3 in total, computed with ωB97M-V with the def2-TZVPD basis set.

ORCA input file:
```
! RIJCOSX wB97M-V def2-TZVPD def2/J DEFGRID3
* xyz 1 1
N -0.58 1.89 0.45
O 1.15 1.36 -1.55
O 0.10 -0.63 -3.26
H 0.66 -3.53 1.28
H -0.55 -3.84 0.40
H -0.91 -0.61 0.85
O 0.22 -3.27 0.45
H -1.54 -0.15 2.41
H -1.54 1.55 0.28
H -0.67 2.88 0.64
H 2.12 1.29 -1.51
H -0.01 1.77 2.46
C -0.63 -0.20 1.83
H 0.05 -0.91 2.30
C 0.06 1.13 1.58
H 0.88 0.61 -2.13
H -0.32 -1.49 -3.23
H -0.05 1.67 -0.43
H 0.46 -0.55 -4.15
H 1.11 1.04 1.34
*
```

Summary:
HOMO-LUMO gap   11.602 eV



## three
A cluster of 4 separate species, C2H14NO3 in total, computed with ωB97M-V with the def2-TZVPD basis set.

ORCA input file:
```
! RIJCOSX wB97M-V def2-TZVPD def2/J DEFGRID3
* xyz 1 1
H -0.48 -2.55 1.74
H 1.61 -2.16 0.84
H 0.42 -1.48 -0.32
H 1.22 2.24 -2.73
H 2.65 2.31 -2.14
H -1.92 2.26 -1.93
H 0.95 0.82 0.75
H -2.18 0.37 0.19
H -1.00 -1.05 1.53
C 0.89 -1.35 0.72
O 1.74 1.98 -2.06
C 1.56 0.02 0.94
H 1.95 0.19 1.97
H 2.45 0.14 0.32
H 0.16 -1.31 2.71
O -2.09 -0.57 0.42
O -2.35 1.45 -1.80
N -0.16 -1.59 1.75
H -2.52 -1.06 -0.30
H -2.89 1.35 -2.61
*
```

Summary:
HOMO-LUMO gap   11.515 eV



The structure with the greatest stability is two.



## one
An isolated molecule of C3H7NOS2, computed with ωB97M-V with the def2-TZVPD basis set.

ORCA input file:
```
! RIJCOSX wB97M-V def2-TZVPD def2/J DEFGRID3
* xyz 0 1
H -0.99 -1.12 -0.86
S 0.23 0.04 2.88
S 0.46 1.21 -2.24
N 1.10 0.23 1.40
C 0.53 -0.04 0.29
H 2.30 -0.42 -1.46
H -2.36 0.80 0.29
H 2.12 1.22 -0.52
O -1.94 -0.08 0.79
H -1.12 -0.13 2.41
H -0.25 0.27 -3.00
C 1.40 0.34 -0.96
C -0.82 -0.76 0.15
H -0.66 -1.56 0.82
*
```

Summary:
SMILES   OC/C(CS)=N\S
HOMO-LUMO gap   9.097 eV



## two
A cluster of 2 separate species, C3H7NOS2 in total, computed with ωB97M-V with the def2-TZVPD basis set.

ORCA input file:
```
! RIJCOSX wB97M-V def2-TZVPD def2/J DEFGRID3
* xyz 0 1
S -2.09 -0.47 -3.77
N -0.92 0.30 1.02
H -2.43 -0.28 -2.48
H -1.15 2.13 0.56
C 1.45 -0.39 0.52
O 1.84 2.26 1.57
C 0.09 -0.79 1.17
H 2.30 -0.56 1.16
H -1.46 -1.56 -3.40
H -0.42 -1.75 0.86
C -0.48 1.36 0.61
H 0.26 -0.89 2.34
S 1.43 1.51 0.37
H 1.58 -0.87 -0.53
*
```

Summary:
HOMO-LUMO gap   9.609 eV



The structure with the greatest stability is two.



## one
A cluster of 2 separate species, C3H7NOS2 in total, computed with ωB97M-V with the def2-TZVPD basis set.

ORCA input file:
```
! RIJCOSX wB97M-V def2-TZVPD def2/J DEFGRID3
* xyz 0 1
H -0.33 -2.52 1.18
H 0.65 0.33 -1.95
H -2.72 -2.61 1.87
O 1.34 -0.73 1.09
S -0.49 2.25 -0.41
S 0.04 -0.40 1.62
H 0.99 3.16 -1.99
C 0.71 2.28 -1.47
H 2.18 0.61 -1.29
C -0.88 -1.80 1.66
N -2.10 -1.90 2.19
H 1.83 1.32 -3.01
C 1.39 1.08 -2.03
H -2.61 -1.06 2.55
*
```

Summary:
HOMO-LUMO gap   7.790 eV



## two
A cluster of 2 separate species, C3H7NOS2 in total, computed with ωB97M-V with the def2-TZVPD basis set.

ORCA input file:
```
! RIJCOSX wB97M-V def2-TZVPD def2/J DEFGRID3
* xyz 0 1
O 0.52 -1.73 -0.26
C 0.73 -0.54 -0.18
H -3.23 -0.42 -0.60
C -1.20 0.64 -0.22
S 3.35 -0.62 -0.17
S 1.59 1.94 -0.13
N 1.74 0.27 -0.28
H -2.55 -0.78 0.86
H -1.04 0.90 -1.26
H -1.01 1.16 0.70
H 2.95 -0.78 1.03
H -1.74 -1.42 -0.42
C -2.20 -0.51 -0.10
H 2.10 1.88 1.05
*
```

Summary:
HOMO-LUMO gap   7.871 eV



The structure with the greatest stability is one.



## one
A structure of composition C3H7NOS2, computed with ωB97M-V with the def2-TZVPD basis set.

ORCA input file:
```
! RIJCOSX wB97M-V def2-TZVPD def2/J DEFGRID3
* xyz 0 1
S -3.49 0.25 -0.30
C 0.84 0.20 0.41
C 1.92 -0.73 0.04
H -1.45 1.29 0.55
H -4.01 -0.11 0.96
H 1.49 -1.75 0.12
H 2.85 -0.37 0.57
O -1.00 -1.52 -0.74
H 1.82 1.27 -1.41
C -0.89 -0.44 -0.30
H 0.57 0.42 1.39
S 0.95 1.77 -0.43
N -1.77 0.40 0.21
H 2.17 -0.68 -1.06
*
```

Summary:
HOMO-LUMO gap   8.619 eV



## two
A cluster of 2 separate species, C3H7NOS2 in total, computed with ωB97M-V with the def2-TZVPD basis set.

ORCA input file:
```
! RIJCOSX wB97M-V def2-TZVPD def2/J DEFGRID3
* xyz 0 1
H 0.28 -0.28 1.39
H 1.37 -0.75 -0.47
H -2.43 -1.52 0.38
H 0.00 1.94 1.33
S 2.21 1.57 1.05
O -0.03 -0.75 -2.96
C 0.87 1.87 1.83
H 0.72 -0.19 -3.13
H 0.91 2.11 2.97
C -0.55 -0.88 -1.68
H -1.61 -1.03 -1.87
S -1.86 -0.43 1.04
N -0.17 -0.86 0.71
C 0.27 -0.80 -0.59
*
```

Summary:
SMILES   O/C=C/NS.C=S
HOMO-LUMO gap   6.941 eV



The structure with the greatest stability is one.



## one
A cluster of 2 separate species, C4H9NO4 in total, computed with ωB97M-V with the def2-TZVPD basis set.

ORCA input file:
```
! RIJCOSX wB97M-V def2-TZVPD def2/J DEFGRID3
* xyz 0 1
O 1.35 -1.76 0.09
C 1.79 0.13 -1.11
C -2.63 -0.34 -0.27
H 2.41 -0.69 1.77
H -1.67 -0.29 1.68
H -3.26 -1.19 -0.01
H 1.32 -0.25 -2.00
H -2.35 -0.43 -1.32
C -0.52 0.86 0.34
C -1.40 -0.30 0.62
H -0.79 -1.20 0.46
H -0.58 1.24 -0.71
H 2.56 1.64 -0.27
N 1.87 -0.64 -0.08
O 2.58 -0.10 1.01
O 2.32 1.35 -1.17
O 0.21 1.41 1.13
H -3.22 0.56 -0.15
*
```

Summary:
SMILES   [O-]/[N+](O)=C/O.CCC=O
HOMO-LUMO gap   9.394 eV



## two
A cluster of 2 separate species, C4H9NO4 in total, computed with ωB97M-V with the def2-TZVPD basis set.

ORCA input file:
```
! RIJCOSX wB97M-V def2-TZVPD def2/J DEFGRID3
* xyz 0 1
N -0.31 0.11 -1.41
H -2.60 1.60 -1.28
H -2.81 0.07 -0.41
O 1.95 0.03 1.81
H -0.47 -0.85 -1.69
H -0.10 -0.26 1.64
H 0.89 -1.71 1.84
O 0.62 -2.24 -0.73
H 2.81 -0.55 0.29
C -0.82 0.91 -0.35
H -0.25 0.55 -2.32
C 1.16 -1.26 -0.29
O -0.11 1.68 0.27
H 1.73 0.96 1.69
C 0.84 -0.73 1.35
O 2.45 -0.98 -0.51
C -2.32 1.04 -0.38
H -2.66 1.62 0.47
*
```

Summary:
SMILES   O=C(O)CO.CC(N)=O
HOMO-LUMO gap   9.837 eV



## three
A cluster of 2 separate species, C4H9NO4 in total, computed with ωB97M-V with the def2-TZVPD basis set.

ORCA input file:
```
! RIJCOSX wB97M-V def2-TZVPD def2/J DEFGRID3
* xyz 0 1
H -1.65 1.05 -1.11
H -2.86 -1.35 0.70
O 2.42 1.40 -0.33
O -0.38 -1.69 1.17
C -2.18 -1.26 -0.18
O 2.21 -0.15 1.29
H -0.87 2.28 0.08
C -0.79 1.46 -0.56
H 0.55 -1.43 1.40
H -0.05 1.72 -1.23
H -2.25 -2.31 -0.59
C -0.91 -0.80 0.31
H 3.16 1.59 -1.03
N -0.25 0.32 0.19
C 2.37 0.03 -0.02
O 2.48 -0.84 -0.82
H -2.76 -0.62 -0.85
H 1.77 0.60 1.58
*
```

Summary:
SMILES   C/N=C(\C)O.O=C(O)O
HOMO-LUMO gap   10.010 eV



## four
A cluster of 2 separate species, C4H9NO4 in total, computed with ωB97M-V with the def2-TZVPD basis set.

ORCA input file:
```
! RIJCOSX wB97M-V def2-TZVPD def2/J DEFGRID3
* xyz 0 1
C -0.06 -3.65 2.61
H 0.37 6.42 -6.07
C -0.07 -0.22 1.18
O 0.55 0.38 0.06
H 0.27 0.26 2.12
O 0.66 -4.39 1.92
H -1.20 -2.06 2.85
H -1.16 -0.03 1.08
H 0.96 5.26 -5.22
H -0.42 -2.24 0.23
N -0.49 -2.44 2.22
O 0.29 1.98 -1.56
C 0.10 -1.75 1.08
C -0.20 1.29 -0.66
O 0.94 5.63 -6.13
H 1.18 -1.97 0.98
H -1.24 1.37 -0.31
H -0.50 -3.86 3.62
*
```

Summary:
SMILES   O=CNCCOC=O.O
HOMO-LUMO gap   10.717 eV



The structure with the greatest stability is three.



## one
A cluster of 2 separate species, C4H10NO3 in total, computed with ωB97M-V with the def2-TZVPD basis set.

ORCA input file:
```
! RIJCOSX wB97M-V def2-TZVPD def2/J DEFGRID3
* xyz -1 1
C 0.14 1.76 -0.36
C 0.08 -1.59 -0.25
C 0.58 -0.69 0.88
H -0.80 -2.13 0.01
H -1.54 0.61 -1.43
H 0.02 -0.89 -1.11
H 0.73 -2.50 -0.47
O 0.84 2.03 -1.50
O 0.18 2.42 0.70
H 1.17 -1.23 1.54
H -1.57 0.78 0.30
O 2.13 1.01 1.06
N 1.33 0.27 0.21
C -1.34 1.24 -0.61
H 1.80 2.24 -1.30
H -1.99 2.11 -0.50
H -0.40 -0.48 1.42
H 1.43 1.73 1.33
*
```

Summary:
HOMO-LUMO gap   7.055 eV



## two
A cluster of 2 separate species, C4H10NO3 in total, computed with ωB97M-V with the def2-TZVPD basis set.

ORCA input file:
```
! RIJCOSX wB97M-V def2-TZVPD def2/J DEFGRID3
* xyz -1 1
H -2.41 -0.80 -1.11
H 2.84 0.55 1.10
O -0.99 -2.34 1.20
N 0.54 0.36 -0.85
H 2.14 2.07 1.58
H -0.69 -0.27 1.47
C 1.92 1.09 1.16
O 1.08 2.50 -0.59
H -0.22 0.62 -1.47
H -1.81 -0.80 0.16
H 1.20 -1.35 0.20
H 0.13 -1.69 -1.16
O -2.54 -0.26 -1.93
C 0.31 -0.99 -0.33
C -0.86 -1.14 0.72
H -2.97 0.57 -1.66
H 1.14 0.53 1.69
C 1.17 1.35 -0.16
*
```

Summary:
HOMO-LUMO gap   6.856 eV



## three
A cluster of 2 separate species, C4H10NO3 in total, computed with ωB97M-V with the def2-TZVPD basis set.

ORCA input file:
```
! RIJCOSX wB97M-V def2-TZVPD def2/J DEFGRID3
* xyz -1 1
H -2.07 -0.22 1.43
C 1.20 -1.17 0.31
O 0.08 1.53 0.53
N -0.24 -1.44 0.08
H 1.96 1.19 0.38
H 1.76 -1.13 -0.66
C -2.28 0.04 0.36
H -0.66 -1.67 0.96
H 2.25 1.67 -0.89
H -3.18 -0.57 -0.01
H 1.35 -0.36 1.06
H 1.53 -2.11 0.77
C -0.10 1.02 -0.64
H -2.55 1.07 0.38
C -1.02 -0.22 -0.53
O 0.53 1.32 -1.66
H -1.29 -0.54 -1.72
O 2.75 1.57 -0.12
*
```

Summary:
HOMO-LUMO gap   8.521 eV



The structure with the greatest stability is three.